{"formula": "C53H57N5O5P2PtS", "method": "the ωB97M-V functional and the def2-TZVPD basis", "symbols": ["Pt", "N", "C", "C", "C", "C", "N", "C", "N", "N", "C", "O", "O", "H", "H", "H", "H", "H", "H", "H", "H", "H", "H", "H", "H", "H", "H", "C", "C", "P", "C", "C", "C", "C", "C", "C", "C", "C", "C", "C", "C", "C", "C", "P", "C", "C", "C", "C", "C", "C", "C", "C", "C", "C", "C", "C", "H", "H", "H", "H", "H", "H", "H", "H", "H", "H", "H", "H", "H", "H", "H", "H", "H", "H", "H", "H", "H", "H", "H", "H", "H", "H", "C", "C", "C", "C", "C", "C", "C", "S", "O", "O", "O", "H", "H", "H", "H", "H", "H", "H", "N", "C", "C", "C", "C", "C", "C", "C", "C", "C", "C", "C", "C", "C", "H", "H", "H", "H", "H", "H", "H", "H", "H", "H"], "positions_angstrom": [[0.280740, 0.267102, -0.151769], [-1.358160, -1.427233, -0.818852], [-2.539626, -0.720960, -1.331666], [-3.627904, -1.583645, -1.993994], [-3.212131, -2.812319, -2.822161], [-3.081594, -2.592037, -4.330612], [-2.201387, -1.492198, -4.710486], [-0.885541, -1.497874, -4.537281], [-0.254740, -2.631278, -4.199556], [-0.187911, -0.370889, -4.692516], [-2.069332, 0.496264, -2.130986], [-2.637317, 0.874738, -3.142434], [-1.051859, 1.115637, -1.624271], [-0.859773, -1.935107, -1.546018], [-1.619661, -2.089287, -0.096786], [-2.998278, -0.258835, -0.454693], [-4.246859, -0.915916, -2.597548], [-4.273051, -1.935807, -1.186541], [-3.985770, -3.572827, -2.704094], [-2.301824, -3.266451, -2.421390], [-4.057645, -2.354329, -4.750183], [-2.757946, -3.506515, -4.832477], [-2.625311, -0.572803, -4.724737], [-0.715112, -3.513902, -4.344095], [0.754525, -2.648775, -4.161479], [-0.711147, 0.494576, -4.677077], [0.722453, -0.320101, -4.252568], [3.335864, 0.796863, 1.914124], [2.908334, 2.160408, 1.364510], [1.703675, 2.253106, -0.020431], [2.577112, 2.626086, -1.554862], [1.784052, 2.714433, -2.699581], [2.359059, 3.050197, -3.912014], [3.725542, 3.289823, -3.990859], [4.512294, 3.200850, -2.854131], [3.941187, 2.870939, -1.633891], [0.776404, 3.784610, 0.295110], [1.414290, 4.863306, 0.910782], [0.743432, 6.061969, 1.087549], [-0.560998, 6.201609, 0.632100], [-1.188547, 5.141632, -0.004498], [-0.527596, 3.931941, -0.169727], [2.259230, 0.095344, 2.749938], [0.881288, -0.863242, 2.010899], [1.240858, -2.636760, 1.964336], [0.846252, -3.407102, 0.877442], [0.945059, -4.790099, 0.931036], [1.465785, -5.403587, 2.060212], [1.880084, -4.635713, 3.141475], [1.753710, -3.256934, 3.102598], [-0.391056, -0.833016, 3.314368], [-0.168956, -0.342969, 4.598861], [-1.165666, -0.423252, 5.563826], [-2.387655, -0.998155, 5.260309], [-2.613842, -1.506160, 3.985708], [-1.621696, -1.424392, 3.026734], [4.154761, 0.999898, 2.607813], [3.736012, 0.157262, 1.135804], [3.794809, 2.709239, 1.044526], [2.472709, 2.751036, 2.173811], [0.716949, 2.528924, -2.636878], [1.742583, 3.135604, -4.797877], [4.175679, 3.550433, -4.939394], [5.576331, 3.384950, -2.913797], [4.583358, 2.787900, -0.767901], [2.441674, 4.785408, 1.244315], [1.244073, 6.892337, 1.567144], [-1.079402, 7.142568, 0.759993], [-2.193845, 5.257591, -0.389113], [-1.022801, 3.114965, -0.677295], [1.745241, 0.852670, 3.346794], [2.734425, -0.588532, 3.458916], [0.491794, -2.922208, -0.022866], [0.636563, -5.387523, 0.082991], [1.552249, -6.481124, 2.100104], [2.284717, -5.112829, 4.023761], [2.032764, -2.675090, 3.973070], [0.774189, 0.105649, 4.876298], [-0.977604, -0.037257, 6.556791], [-3.159843, -1.063686, 6.015149], [-3.561934, -1.971576, 3.748516], [-1.802005, -1.830873, 2.037596], [4.136070, -6.454583, -3.915692], [3.724607, -5.128196, -3.344318], [3.731194, -4.904985, -1.972236], [3.382874, -3.670372, -1.438488], [3.015818, -2.646707, -2.291937], [3.042469, -2.830930, -3.673580], [3.378106, -4.068625, -4.188986], [2.623706, -1.042638, -1.688049], [3.548837, -0.137905, -2.297206], [2.622390, -1.088041, -0.213023], [1.193140, -0.796063, -2.070351], [4.023409, -7.254102, -3.185695], [5.184890, -6.426251, -4.217077], [3.549944, -6.705347, -4.799046], [4.025146, -5.706156, -1.305333], [3.410397, -3.499847, -0.370435], [2.860254, -1.991978, -4.337857], [3.408653, -4.212394, -5.262475], [-1.253574, 1.194541, 1.279884], [-2.063441, 1.897434, 1.930248], [-1.665808, 2.576451, 3.189017], [-2.614732, 2.811644, 4.179473], [-2.227575, 3.401576, 5.373295], [-0.904227, 3.768705, 5.573617], [0.042373, 3.544272, 4.580037], [-0.338591, 2.944999, 3.393729], [-3.477773, 2.010925, 1.453540], [-4.004781, 3.266400, 1.168499], [-5.315303, 3.374068, 0.731139], [-6.104720, 2.238011, 0.604069], [-5.586080, 0.989630, 0.917104], [-4.268802, 0.873166, 1.337586], [-3.646087, 2.521410, 4.026164], [-2.962651, 3.581001, 6.146201], [-0.611699, 4.245204, 6.499906], [1.069740, 3.850934, 4.731147], [0.375131, 2.791650, 2.596666], [-3.389314, 4.149047, 1.289459], [-5.726621, 4.347362, 0.499978], [-7.131794, 2.329683, 0.277467], [-6.212178, 0.109650, 0.847285], [-3.862186, -0.089350, 1.622349]], "forces_ev_per_a": [[0.411, -0.341, -0.254], [0.016, -0.037, 0.148], [0.007, -0.022, 0.007], [-0.032, -0.029, -0.034], [-0.013, 0.006, 0.005], [-0.050, 0.019, 0.035], [0.091, 0.113, 0.037], [-0.052, -0.109, 0.090], [-0.023, 0.050, -0.088], [-0.002, 0.074, 0.148], [0.052, -0.080, -0.034], [0.040, -0.097, -0.132], [-0.028, 0.124, 0.106], [0.006, 0.061, -0.025], [0.009, -0.044, -0.035], [-0.048, 0.021, -0.006], [-0.006, 0.012, 0.022], [0.014, -0.046, -0.010], [0.022, -0.028, 0.011], [0.008, 0.022, 0.002], [0.014, 0.018, -0.017], [-0.024, -0.010, 0.007], [-0.023, 0.034, 0.027], [-0.004, 0.001, 0.023], [0.006, -0.021, 0.031], [-0.001, 0.023, -0.001], [-0.017, 0.002, 0.044], [-0.024, 0.009, -0.010], [0.038, 0.032, -0.050], [-0.126, -0.030, 0.072], [-0.011, -0.039, 0.007], [-0.013, 0.012, -0.006], [0.000, -0.012, -0.014], [0.007, 0.004, -0.003], [0.010, -0.006, -0.011], [0.034, -0.054, -0.019], [0.018, 0.014, -0.043], [-0.011, 0.010, -0.005], [0.005, -0.007, 0.008], [-0.004, 0.005, 0.008], [0.021, 0.012, -0.011], [0.027, 0.032, -0.048], [0.007, -0.062, 0.013], [-0.238, 0.191, 0.167], [0.045, 0.016, -0.051], [0.033, -0.014, -0.007], [0.058, 0.016, -0.040], [0.017, -0.004, 0.011], [-0.017, -0.012, 0.004], [-0.030, 0.000, -0.010], [0.034, -0.028, 0.024], [-0.019, 0.089, -0.031], [-0.007, 0.003, 0.000], [-0.002, -0.009, 0.001], [-0.014, 0.017, -0.003], [-0.006, -0.005, -0.046], [0.020, -0.006, -0.023], [-0.022, -0.030, -0.019], [0.003, 0.016, 0.037], [-0.013, -0.012, 0.000], [-0.003, 0.001, 0.001], [0.001, 0.003, 0.001], [-0.001, 0.002, 0.000], [0.000, 0.000, -0.002], [-0.006, 0.000, 0.001], [0.003, 0.003, 0.000], [0.001, 0.001, -0.001], [0.000, 0.002, 0.000], [0.019, 0.007, -0.015], [0.006, 0.012, 0.004], [0.027, 0.022, 0.008], [0.010, 0.004, -0.011], [0.033, -0.003, -0.007], [-0.002, 0.000, -0.007], [-0.008, -0.003, 0.005], [0.005, -0.002, -0.002], [0.011, 0.001, -0.004], [-0.007, -0.011, 0.013], [0.003, -0.001, 0.000], [-0.002, 0.002, -0.003], [0.004, -0.003, -0.003], [-0.005, -0.025, -0.006], [0.005, 0.004, -0.004], [0.003, 0.000, -0.007], [-0.024, -0.007, 0.009], [-0.059, -0.017, 0.051], [0.045, -0.004, 0.015], [0.048, -0.005, 0.028], [-0.001, -0.010, -0.007], [-0.028, -0.081, 0.073], [-0.049, 0.061, 0.003], [0.034, 0.050, 0.057], [-0.143, 0.153, -0.318], [0.000, 0.000, 0.000], [0.000, 0.001, 0.000], [0.000, -0.001, 0.000], [-0.001, -0.004, 0.003], [-0.035, -0.011, -0.009], [0.011, 0.010, -0.013], [-0.003, -0.001, -0.001], [-0.033, 0.186, 0.037], [-0.027, -0.119, -0.008], [0.028, 0.020, 0.033], [-0.009, -0.046, 0.017], [-0.003, -0.006, 0.007], [0.009, 0.011, -0.005], [-0.018, 0.000, 0.021], [0.012, -0.044, -0.015], [-0.022, 0.000, -0.015], [0.014, 0.005, -0.013], [0.001, -0.007, -0.004], [-0.001, 0.001, 0.003], [-0.007, 0.004, 0.002], [0.002, 0.014, 0.019], [-0.005, 0.016, -0.017], [0.002, 0.005, -0.002], [0.001, -0.010, 0.005], [-0.001, 0.008, -0.004], [-0.018, 0.006, 0.041], [-0.027, -0.028, 0.028], [-0.002, 0.001, 0.002], [0.002, -0.001, -0.005], [0.002, 0.000, 0.001], [0.014, -0.029, 0.006]], "mulliken_spin": [1.38, 0.06, 0.04, 0.01, 0.00, 0.00, 0.00, -0.01, 0.00, 0.00, 0.03, 0.03, 0.25, -0.01, -0.01, -0.02, 0.00, 0.00, 0.00, 0.00, 0.00, 0.00, 0.00, 0.00, 0.00, 0.00, 0.00, 0.01, 0.02, 0.24, 0.01, -0.01, -0.01, 0.01, -0.01, 0.02, -0.03, 0.01, 0.00, 0.00, 0.00, 0.04, 0.03, 0.29, -0.01, 0.00, 0.00, 0.00, 0.00, 0.01, 0.10, 0.02, 0.00, 0.01, -0.01, 0.02, 0.00, 0.00, 0.00, 0.00, 0.01, 0.00, 0.00, 0.00, 0.00, 0.00, 0.00, 0.00, 0.00, -0.01, 0.00, 0.00, 0.02, 0.00, 0.00, 0.00, 0.00, 0.00, 0.00, 0.00, 0.00, 0.01, 0.00, 0.00, 0.00, 0.00, 0.02, 0.00, 0.00, 0.00, 0.01, 0.06, 0.20, 0.00, 0.00, 0.00, 0.00, 0.00, 0.00, 0.00, 0.97, 0.04, 0.07, -0.01, 0.01, -0.01, 0.00, 0.04, 0.05, 0.00, 0.00, 0.00, 0.00, -0.02, 0.00, 0.00, 0.00, 0.00, -0.02, 0.00, 0.00, 0.00, 0.00, 0.01], "gap_ev": [7.83, 5.51], "e_above_lowest_kcal_mol": 3.1, "s2": 6.02, "e_lumo_ha": [-0.157, -0.284], "total_charge": 2, "spin_multiplicity": 5}